(1)
{
  "formula": "C5H15N2",
  "method": "the ωB97M-V functional and the def2-TZVPD basis",
  "symbols": ["C", "N", "C", "C", "C", "C", "N", "H", "H", "H", "H", "H", "H", "H", "H", "H", "H", "H", "H", "H", "H", "H"],
  "xyz": [[2.3418, 1.3822, 1.0215], [1.3633, 0.8013, -0.0500], [0.1967, 1.4807, -0.6221], [-0.8377, 0.2924, -0.9605], [-1.2374, -0.7058, 0.1480], [-1.8945, -1.8479, -0.6054], [-0.0652, -1.2564, 0.9521], [2.1966, 0.7858, 1.8067], [3.3449, 1.2372, 0.5858], [2.1318, 2.4112, 1.3477], [1.8222, 0.3220, -0.8313], [0.8980, -0.0857, 0.5117], [0.4793, 1.9469, -1.6339], [-0.3855, 2.2210, -0.1814], [-1.7395, 0.8350, -1.4071], [-0.6276, -0.0759, -1.9738], [-1.9260, -0.2790, 0.8895], [-2.8738, -1.5197, -0.6492], [-1.8646, -2.8146, -0.1309], [-1.2421, -1.9881, -1.4939], [-0.3180, -2.2837, 0.9900], [-0.3962, -1.1352, 1.9663]],
  "total_charge": 1,
  "gap_ev": 11.7,
  "multiplicity": 1,
  "lumo_energy_ev": -2.8,
  "homo_ev": -14.5,
  "smiles": "C[NH2+]CC[C@@H](C)N"
}

(2)
{
  "formula": "C5H15N2",
  "method": "the ωB97M-V functional and the def2-TZVPD basis",
  "symbols": ["C", "C", "C", "C", "N", "C", "N", "H", "H", "H", "H", "H", "H", "H", "H", "H", "H", "H", "H", "H", "H", "H"],
  "xyz": [[1.5089, 2.0797, 1.1909], [1.8549, 1.0614, 0.1245], [0.7024, 0.6099, -0.8328], [0.0795, -0.6974, -0.3792], [-0.5034, -0.4298, 1.0667], [-1.1585, -1.1207, -1.1825], [-2.2834, -1.5277, -0.3245], [1.4451, 3.1346, 0.9076], [0.6441, 1.9003, 1.8324], [2.3953, 2.1581, 1.8220], [2.2639, 0.1263, 0.5195], [2.6300, 1.4615, -0.5306], [1.0397, 0.5513, -1.8636], [-0.0735, 1.3851, -0.7977], [0.7929, -1.4837, -0.1435], [-1.5091, -0.3300, 0.7937], [-0.0927, 0.3338, 1.5962], [-0.5100, -1.2503, 1.6708], [-1.0293, -1.9283, -1.8999], [-1.5825, -0.2781, -1.7289], [-2.2976, -2.4768, 0.0207], [-3.1831, -1.2880, -0.7125]],
  "total_charge": 1,
  "gap_ev": 11.2,
  "multiplicity": 1,
  "lumo_energy_ev": -3.0,
  "homo_ev": -14.3,
  "smiles": "CCC[C@@H]([NH3+])CN"
}

(3)
{
  "formula": "C5H15N2",
  "method": "the ωB97M-V functional and the def2-TZVPD basis",
  "symbols": ["N", "C", "C", "C", "C", "C", "N", "H", "H", "H", "H", "H", "H", "H", "H", "H", "H", "H", "H", "H", "H", "H"],
  "xyz": [[-0.3732, 3.0497, 1.3370], [0.2740, -0.7680, 0.6280], [1.0427, -0.1716, -0.4052], [0.6725, 0.1416, -1.8310], [1.6021, -1.6944, -0.1436], [-1.1297, -1.1646, 0.4758], [-1.9240, -0.1099, -0.2054], [0.3027, 3.3143, 2.0549], [0.1173, 3.2442, 0.4656], [-1.0913, 3.7577, 1.4829], [0.6123, -0.6599, 1.6488], [1.8602, 0.4747, -0.1103], [0.6591, -0.7047, -2.5185], [-0.3331, 0.5493, -1.9081], [1.3821, 0.8659, -2.2313], [2.4049, -1.6916, -0.8845], [2.1597, -1.7327, 0.7958], [1.0764, -2.6451, -0.2215], [-1.2474, -2.0226, -0.1987], [-1.6675, -1.4599, 1.3779], [-2.0663, 0.7126, 0.3675], [-2.8104, -0.4993, -0.4870]],
  "total_charge": 1,
  "gap_ev": 9.0,
  "multiplicity": 1,
  "lumo_energy_ev": -4.5,
  "homo_ev": -13.4
}

Stability ranking, top and bottom: (2) is the most stable and (3) is the least stable.

(1)
{
  "formula": "C6H6N",
  "method": "the ωB97M-V functional and the def2-TZVPD basis",
  "symbols": ["C", "C", "C", "C", "C", "C", "N", "H", "H", "H", "H", "H", "H"],
  "xyz": [[0.4464, 0.2902, 1.7032], [1.3689, 0.8141, 2.3800], [-1.1273, -0.3736, -1.7085], [-0.4599, -0.4234, 0.9588], [-0.0093, 0.6394, -2.0026], [-0.3375, -0.3216, -0.4259], [0.6858, 0.5550, -0.9629], [1.4663, 1.8813, 2.4851], [2.3703, 0.4712, 2.6399], [-2.2096, -0.2613, -1.8225], [-0.8059, -1.2509, -2.2212], [-1.2145, -1.1000, 1.5185], [0.1659, 1.2624, -2.8752]],
  "total_charge": 1,
  "gap_ev": 8.8,
  "multiplicity": 1,
  "lumo_energy_ev": -6.4,
  "homo_ev": -15.3
}

(2)
{
  "formula": "C6H6N",
  "method": "the ωB97M-V functional and the def2-TZVPD basis",
  "symbols": ["C", "C", "C", "C", "C", "C", "N", "H", "H", "H", "H", "H", "H"],
  "xyz": [[0.4820, -0.8108, 2.1198], [1.2563, -0.7752, 0.8723], [-0.7186, -0.3765, 2.2364], [0.5235, -0.2580, -0.1014], [-0.2962, 0.3876, -1.0531], [-0.4782, 0.9161, -2.3676], [-0.8217, 0.2014, 0.1061], [0.9861, -1.2223, 2.9935], [2.2613, -1.1442, 0.8093], [-1.6954, -0.0883, 2.5341], [-1.4897, 1.2941, -2.5067], [0.2398, 1.7274, -2.5296], [-0.2492, 0.1486, -3.1132]],
  "total_charge": 1,
  "gap_ev": 8.1,
  "multiplicity": 1,
  "lumo_energy_ev": -5.9,
  "homo_ev": -14.0
}

(3)
{
  "formula": "C6H6N",
  "method": "the ωB97M-V functional and the def2-TZVPD basis",
  "symbols": ["C", "C", "C", "C", "C", "C", "N", "H", "H", "H", "H", "H", "H"],
  "xyz": [[1.6643, 1.4678, -1.0524], [0.6772, 2.1508, -0.6086], [-0.5096, 0.3570, 0.0857], [-1.6277, -0.3033, 0.4587], [1.8420, 0.0197, -0.7655], [-0.5626, 1.8048, -0.2431], [0.5996, -0.4914, -0.1957], [-1.5976, -1.3930, 0.5773], [-2.4827, 0.3924, 0.8363], [2.0779, -0.7607, -1.5718], [2.6438, 0.1194, 0.0528], [-1.5990, 2.2787, -0.0424], [0.3570, -1.4644, -0.2621]],
  "total_charge": 1,
  "gap_ev": [6.9, 6.3],
  "multiplicity": 1,
  "lumo_energy_ev": [-6.8, -7.0],
  "homo_ev": [-13.8, -13.3]
}

Stability ranking, top and bottom: (1) is the most stable and (3) is the least stable.

(1)
{
  "formula": "C3H7N4",
  "method": "the ωB97M-V functional and the def2-TZVPD basis",
  "symbols": ["N", "C", "C", "C", "N", "N", "N", "H", "H", "H", "H", "H", "H", "H"],
  "xyz": [[1.4112, 0.5416, 0.0029], [0.5345, -0.6373, 0.1797], [-0.8563, -0.2080, -0.0062], [-2.3136, -1.0679, 0.0779], [-3.1650, -0.1540, -0.0550], [-2.6212, 1.0092, -0.1172], [-1.2707, 1.0278, -0.0748], [1.0506, 1.0303, 0.8889], [0.9646, 1.1235, -0.8448], [2.3969, 0.3088, -0.1287], [0.8304, -1.0065, 1.1169], [0.6647, -1.5500, -0.4635], [-2.3278, -2.1748, -0.0658], [-3.0936, 1.8758, 0.0015]],
  "total_charge": 1,
  "gap_ev": 9.8,
  "multiplicity": 1,
  "lumo_energy_ev": -3.9,
  "homo_ev": -13.7,
  "smiles": "[NH3+]Cc1cn[nH]n1"
}

(2)
{
  "formula": "C3H7N4",
  "method": "the ωB97M-V functional and the def2-TZVPD basis",
  "symbols": ["N", "C", "C", "N", "N", "N", "C", "H", "H", "H", "H", "H", "H", "H"],
  "xyz": [[-1.1720, -0.7593, 0.1796], [0.0820, -0.0205, 0.5634], [0.0940, 1.4370, 0.1126], [1.1032, 2.3862, 0.9391], [2.2208, 1.8853, 0.7431], [2.3262, 0.7776, 0.0269], [1.0250, 0.4333, -0.5218], [-1.5556, -0.7593, -0.7323], [-1.8733, -0.1523, 0.7136], [-1.3299, -1.7132, 0.5117], [0.3741, -0.2840, 1.6676], [-0.7982, 1.9506, -0.0212], [3.1367, 0.6834, -0.5419], [0.9392, -0.1314, -1.4176]],
  "total_charge": 1,
  "gap_ev": 9.9,
  "multiplicity": 1,
  "lumo_energy_ev": -4.0,
  "homo_ev": -13.9,
  "smiles": "[NH3+][C@@H]1[C@H]2N=NN[C@@H]12"
}

Stability ranking, top and bottom: (1) is the most stable and (2) is the least stable.

(1)
{
  "formula": "C3H7N4",
  "method": "the ωB97M-V functional and the def2-TZVPD basis",
  "symbols": ["C", "C", "C", "N", "N", "N", "N", "H", "H", "H", "H", "H", "H", "H"],
  "xyz": [[0.7679, 1.0206, -0.7426], [-0.3898, -1.8952, 1.2283], [-0.5298, 0.6105, 0.1119], [-0.9017, -0.5355, 0.7921], [1.4609, 0.1148, -1.2553], [0.7812, -2.1164, 0.6676], [-1.4677, 1.5527, 0.0494], [0.9215, 2.1146, -0.9779], [-1.8648, -0.4035, 1.0070], [2.2987, 0.3044, -1.7789], [1.2534, -2.9755, 0.8631], [1.2559, -1.5220, 0.0334], [-2.2020, 1.5103, 0.7226], [-1.3838, 2.2205, -0.7207]],
  "total_charge": 1,
  "gap_ev": 8.3,
  "multiplicity": 1,
  "lumo_energy_ev": -5.3,
  "homo_ev": -13.6
}

(2)
{
  "formula": "C3H7N4",
  "method": "the ωB97M-V functional and the def2-TZVPD basis",
  "symbols": ["C", "N", "C", "N", "N", "C", "N", "H", "H", "H", "H", "H", "H", "H"],
  "xyz": [[-1.3484, 0.2644, 0.0148], [0.0725, 0.4106, -0.0840], [0.8774, 1.4417, -0.1851], [2.1091, 1.1231, -0.0593], [2.3487, -0.1610, 0.1135], [1.2072, -0.7827, 0.0886], [0.6854, -1.9786, 0.1006], [-1.5133, -0.4383, -0.8312], [-1.4092, -0.2480, 1.0039], [-1.8789, 1.1776, 0.1179], [0.3551, 2.4235, -0.1830], [2.9336, 1.7138, -0.1395], [1.2478, -2.7142, 0.6469], [-0.1017, -2.3517, -0.4819]],
  "total_charge": 1,
  "gap_ev": 10.9,
  "multiplicity": 1,
  "lumo_energy_ev": -3.0,
  "homo_ev": -13.9,
  "smiles": "C[n+]1c[nH]nc1N"
}

Stability ranking, top and bottom: (2) is the most stable and (1) is the least stable.